The following is a quantum chemistry calculation of a cluster of 2 separate species, C17H21N2O2 in total in a non-equilibrium geometry, from the Open Molecules 2025 dataset.

Structure (XYZ):
```
42
C17H21N2O2 ωB97M-V/def2-TZVPD
C -3.70716 -3.05865 -3.76356
O -2.76296 -2.06628 -4.21945
C -1.80118 -1.67417 -3.33704
C -1.08061 -0.49060 -3.65342
C -0.17128 0.00779 -2.75531
C 0.07054 -0.61664 -1.48920
C 0.98217 0.01528 -0.59766
C 1.17198 -0.23488 0.78886
C 2.34090 0.29783 1.41610
C 2.58940 0.03404 2.74483
C 1.66859 -0.73114 3.50567
O 2.08197 -0.96192 4.78414
C 3.42515 -0.35588 4.93078
C 3.74606 0.38554 3.62400
C 0.47442 -1.21623 2.93877
C 0.23146 -0.94533 1.61129
C -0.58347 -1.86466 -1.24798
C -1.51318 -2.37802 -2.13522
H -4.46188 -3.11857 -4.54741
H -3.20990 -4.02940 -3.63862
H -4.16485 -2.74545 -2.81492
H -1.28513 0.00020 -4.60591
H 0.38766 0.91216 -2.99958
H 1.66729 0.74128 -1.05156
H 3.05265 0.89597 0.84212
H 3.41046 0.30925 5.80424
H 4.13933 -1.17086 5.11505
H 4.69593 0.05363 3.18714
H 3.80776 1.47042 3.78768
H -0.21141 -1.78382 3.56327
H -0.70830 -1.26964 1.17051
H -0.33691 -2.44817 -0.36150
H -2.02731 -3.32033 -1.91217
C -2.17271 3.96447 -0.92745
N -0.86352 3.32882 -0.96871
N -0.44471 2.96117 0.33133
H -2.42091 4.24066 -1.95365
H -2.90686 3.23850 -0.56097
H -2.19565 4.86466 -0.29454
H -0.14881 3.95026 -1.33809
H -1.17396 2.39780 0.76293
H 0.40892 2.41093 0.26522
```

Values from the calculation:
Total energy ... -25036.280 eV
Energy relative to the best compared isomer or geometry (same formula, charge and spin) ... 18.04 kcal per mole
Total charge ... +1
Highest occupied orbital energy ... -10.210 eV

natural (NBO) population analysis, charges in e, atoms 1 to 8: -0.26, -0.46, 0.42, -0.28, -0.07, -0.22, 0.10, -0.19